1.
ORCA calculation (the ωB97M-V functional and the def2-TZVPD basis) on the ion C2H5N3 with charge +2 at a distorted geometry.

Each line ends with the natural charge from an NBO analysis.
Positions of all 10 atoms, in Å:
C: -0.22612 -0.18959 -0.06983  0.57
C: 0.63037 0.91663 0.17804  -0.77
N: -2.36362 -0.01874 1.23321  0.59
N: -1.46394 -0.19419 0.67229  0.07
N: 0.13562 -1.16167 -0.81539  -0.47
H: 0.06180 1.50956 0.90495  0.29
H: 1.62911 0.49789 0.67880  0.38
H: 1.10300 1.55354 -0.57198  0.38
H: 1.00181 -1.05505 -1.25108  0.49
H: -0.50801 -1.85837 -0.95901  0.46

energy = -242.616141 Eh
net charge = +2
structure (SMILES) = CC(=[NH2+])[N+]#N
HOMO level = -23.89 eV
relative energy (zero: lowest compared OMol25 entry of this formula, charge and spin) = 2.071 eV

=====

2.
ORCA calculation (the ωB97M-V functional and the def2-TZVPD basis) on the ion C2H5O with charge -1.

Each line ends with the natural charge from an NBO analysis.
Positions of all 8 atoms, in Å:
C: 0.02270 0.52624 0.07663  0.01
O: 0.70284 -0.01979 1.07968  -0.95
C: -0.59193 -0.50241 -0.92180  -0.65
H: 0.61366 1.22523 -0.59544  0.04
H: -0.83681 1.17953 0.39884  0.05
H: -1.37683 -1.10868 -0.45962  0.17
H: 0.22210 -1.16425 -1.24307  0.18
H: -0.98264 -0.00649 -1.82803  0.15

energy = -154.413027 Eh
net charge = -1
structure (SMILES) = CC[O-]
HOMO level = -1.94 eV
relative energy (zero: lowest compared OMol25 entry of this formula, charge and spin) = 0.003 eV

=====

3.
ORCA calculation (the ωB97M-V functional and the def2-TZVPD basis) on a cluster of 2 separate species, C3ClF3 in total at a distorted geometry.

Each line ends with the natural charge from an NBO analysis.
Positions of all 7 atoms, in Å:
C: 0.30038 -0.24143 0.15821  0.14
C: -0.32587 0.33824 -2.28036  0.65
C: 0.16238 -0.16714 1.51046  0.15
F: 1.27530 -1.01623 -0.31277  -0.35
F: -1.32885 1.08903 -2.21900  -0.29
F: -0.78601 0.58469 2.06641  -0.31
Cl: 1.14987 -1.00029 2.65021  0.01

energy = -873.822234 Eh
HOMO level = -8.85 eV
relative energy (zero: lowest compared OMol25 entry of this formula, charge and spin) = 4.917 eV

=====

4.
ORCA calculation (the ωB97M-V functional and the def2-TZVPD basis) on a cluster of 4 separate species, C12H17Cl6NO2 in total at a distorted geometry.

Each line ends with the Mulliken spin population.
Positions of all 38 atoms, in Å:
Cl: -4.87025 4.14044 2.43045  0.00
C: -5.44360 3.71814 0.74663  0.00
C: -6.86847 3.09335 0.95259  0.00
Cl: -7.53467 2.61580 -0.59790  0.00
H: -4.63978 3.20149 0.22217  0.00
H: -5.50315 4.71696 0.31430  0.00
H: -7.66448 3.77041 1.26251  0.00
H: -6.86433 2.18939 1.56164  0.00
Cl: 0.17868 -3.25802 -1.54111  0.00
C: -0.86440 -2.80743 -2.95857  0.00
C: -0.01303 -2.49904 -4.23180  0.00
Cl: 1.01827 -1.05587 -3.95494  0.01
H: -1.41936 -1.91750 -2.66167  0.00
H: -1.63703 -3.57243 -3.03552  0.00
H: -0.58979 -2.24252 -5.12042  0.00
H: 0.57514 -3.39871 -4.41277  0.00
Cl: 4.94530 -1.05567 3.18075  0.00
C: 5.31936 -2.81171 2.87604  0.00
C: 5.84639 -3.06578 1.45537  0.00
Cl: 4.72667 -2.71785 0.20371  0.00
H: 4.40502 -3.31995 3.18226  0.00
H: 5.99538 -3.18240 3.64655  0.00
H: 5.89007 -4.15482 1.44125  0.00
H: 6.80759 -2.65346 1.14850  0.00
C: 2.36519 0.61204 0.75692  -0.02
C: 1.88674 1.90368 1.14985  0.27
C: 0.60010 2.26906 0.73665  0.26
C: -0.27292 1.36280 0.06548  0.03
C: 0.24847 0.14366 -0.37980  0.11
C: 1.55544 -0.18507 0.00040  0.22
N: -1.68751 1.80567 -0.25503  0.00
O: -1.98338 2.93964 -0.10278  -0.01
O: -2.46422 1.00156 -0.70992  0.00
H: 3.35995 0.28259 1.01830  0.01
H: 2.47155 2.53478 1.80262  0.00
H: 0.28238 3.15959 1.25857  0.01
H: -0.23547 -0.50132 -1.09828  0.10
H: 2.07827 -1.06146 -0.35315  0.00

energy = -3433.367328 Eh
net charge = +1
HOMO level (spin up / spin down) = -12.35 / -12.35 eV
spin multiplicity = 2
relative energy (zero: lowest compared OMol25 entry of this formula, charge and spin) = 0.000 eV

=====

Please write out number 2 again, unchanged.
ORCA calculation (the ωB97M-V functional and the def2-TZVPD basis) on the ion C2H5O with charge -1.

Each line ends with the natural charge from an NBO analysis.
Positions of all 8 atoms, in Å:
C: 0.02270 0.52624 0.07663  0.01
O: 0.70284 -0.01979 1.07968  -0.95
C: -0.59193 -0.50241 -0.92180  -0.65
H: 0.61366 1.22523 -0.59544  0.04
H: -0.83681 1.17953 0.39884  0.05
H: -1.37683 -1.10868 -0.45962  0.17
H: 0.22210 -1.16425 -1.24307  0.18
H: -0.98264 -0.00649 -1.82803  0.15

energy = -154.413027 Eh
net charge = -1
structure (SMILES) = CC[O-]
HOMO level = -1.94 eV
relative energy (zero: lowest compared OMol25 entry of this formula, charge and spin) = 0.003 eV

=====

> The lowest energy belongs to which entry?

C12H17Cl6NO2

=====

Copy entry 4 word for word.
ORCA calculation (the ωB97M-V functional and the def2-TZVPD basis) on a cluster of 4 separate species, C12H17Cl6NO2 in total at a distorted geometry.

Each line ends with the Mulliken spin population.
Positions of all 38 atoms, in Å:
Cl: -4.87025 4.14044 2.43045  0.00
C: -5.44360 3.71814 0.74663  0.00
C: -6.86847 3.09335 0.95259  0.00
Cl: -7.53467 2.61580 -0.59790  0.00
H: -4.63978 3.20149 0.22217  0.00
H: -5.50315 4.71696 0.31430  0.00
H: -7.66448 3.77041 1.26251  0.00
H: -6.86433 2.18939 1.56164  0.00
Cl: 0.17868 -3.25802 -1.54111  0.00
C: -0.86440 -2.80743 -2.95857  0.00
C: -0.01303 -2.49904 -4.23180  0.00
Cl: 1.01827 -1.05587 -3.95494  0.01
H: -1.41936 -1.91750 -2.66167  0.00
H: -1.63703 -3.57243 -3.03552  0.00
H: -0.58979 -2.24252 -5.12042  0.00
H: 0.57514 -3.39871 -4.41277  0.00
Cl: 4.94530 -1.05567 3.18075  0.00
C: 5.31936 -2.81171 2.87604  0.00
C: 5.84639 -3.06578 1.45537  0.00
Cl: 4.72667 -2.71785 0.20371  0.00
H: 4.40502 -3.31995 3.18226  0.00
H: 5.99538 -3.18240 3.64655  0.00
H: 5.89007 -4.15482 1.44125  0.00
H: 6.80759 -2.65346 1.14850  0.00
C: 2.36519 0.61204 0.75692  -0.02
C: 1.88674 1.90368 1.14985  0.27
C: 0.60010 2.26906 0.73665  0.26
C: -0.27292 1.36280 0.06548  0.03
C: 0.24847 0.14366 -0.37980  0.11
C: 1.55544 -0.18507 0.00040  0.22
N: -1.68751 1.80567 -0.25503  0.00
O: -1.98338 2.93964 -0.10278  -0.01
O: -2.46422 1.00156 -0.70992  0.00
H: 3.35995 0.28259 1.01830  0.01
H: 2.47155 2.53478 1.80262  0.00
H: 0.28238 3.15959 1.25857  0.01
H: -0.23547 -0.50132 -1.09828  0.10
H: 2.07827 -1.06146 -0.35315  0.00

energy = -3433.367328 Eh
net charge = +1
HOMO level (spin up / spin down) = -12.35 / -12.35 eV
spin multiplicity = 2
relative energy (zero: lowest compared OMol25 entry of this formula, charge and spin) = 0.000 eV